# 1
The following is a DFT calculation (ωB97M-V/def2-TZVPD) of a structure of composition C29H32N5O4SSr.

Each line ends with the Löwdin charge.
Element x y z (Å)
1 Sr 0.713 0.718 -0.303  1.487
2 C -6.162 1.610 -5.862  -0.043
3 C -4.995 1.542 -4.918  -0.261
4 C -4.117 2.610 -4.784  -0.025
5 C -3.028 2.539 -3.924  -0.041
6 C -2.823 1.382 -3.194  -0.297
7 C -3.684 0.295 -3.313  -0.053
8 C -4.763 0.385 -4.169  -0.031
9 S -1.445 1.262 -2.115  0.499
10 O -1.904 1.153 -0.724  -0.416
11 O -0.592 2.423 -2.335  -0.345
12 N -0.661 -0.087 -2.352  -0.231
13 C 0.385 -0.078 -3.275  -0.439
14 C 0.226 -0.168 -4.658  0.000
15 C 1.346 -0.225 -5.458  -0.049
16 C 2.610 -0.199 -4.876  -0.063
17 C 2.687 -0.091 -3.504  -0.138
18 N 1.609 -0.020 -2.716  0.008
19 H -6.340 2.629 -6.200  0.078
20 H -7.071 1.242 -5.386  0.084
21 H -5.981 0.990 -6.742  0.089
22 H -4.284 3.513 -5.357  0.117
23 H -2.342 3.368 -3.819  0.114
24 H -3.498 -0.606 -2.744  0.116
25 H -5.441 -0.454 -4.266  0.119
26 H -0.773 -0.202 -5.074  0.118
27 H 1.242 -0.298 -6.533  0.114
28 H 3.507 -0.258 -5.476  0.105
29 H 3.646 -0.053 -3.000  0.108
30 O 4.864 -3.677 4.152  -0.047
31 C 5.459 -2.571 3.509  -0.204
32 C 4.447 -1.913 2.615  -0.163
33 C 4.786 -0.776 1.891  -0.002
34 C 3.828 -0.194 1.087  -0.124
35 N 2.587 -0.668 0.956  0.002
36 C 2.261 -1.770 1.642  -0.192
37 C 3.161 -2.411 2.486  0.063
38 C 0.869 -2.278 1.465  -0.196
39 C 0.518 -3.580 1.791  0.061
40 C -0.790 -3.996 1.600  -0.161
41 C -1.224 -5.396 1.932  -0.203
42 O -0.139 -6.101 2.496  -0.048
43 C -1.702 -3.090 1.077  0.007
44 C -1.272 -1.816 0.761  -0.104
45 N -0.014 -1.410 0.957  -0.004
46 H 5.518 -4.111 4.708  0.101
47 H 6.315 -2.877 2.897  0.137
48 H 5.818 -1.832 4.234  0.135
49 H 5.777 -0.345 1.953  0.125
50 H 4.067 0.699 0.520  0.114
51 H 2.870 -3.281 3.053  0.118
52 H 1.244 -4.280 2.173  0.118
53 H -1.578 -5.877 1.013  0.137
54 H -2.070 -5.343 2.626  0.135
55 H -0.404 -7.012 2.656  0.100
56 H -2.734 -3.369 0.905  0.127
57 H -1.947 -1.085 0.329  0.099
58 C -0.847 4.627 3.300  -0.030
59 C 0.164 3.600 3.828  -0.589
60 C 1.335 4.298 4.530  -0.034
61 C -0.519 2.599 4.770  -0.034
62 C 0.696 2.855 2.675  -0.131
63 N 1.112 2.286 1.769  0.109
64 H -1.250 5.184 4.146  0.097
65 H -1.673 4.140 2.782  0.095
66 H -0.374 5.332 2.617  0.095
67 H 0.947 4.852 5.385  0.096
68 H 1.835 5.000 3.864  0.094
69 H 2.068 3.577 4.892  0.093
70 H -0.919 3.144 5.625  0.096
71 H 0.187 1.854 5.136  0.093
72 H -1.343 2.088 4.272  0.093

## Properties
**Charge**: +1
**Relative energy (zero: lowest compared OMol25 entry of this formula, charge and spin)**: 0.0 kcal/mol
**Orbital gap**: 8.33 eV
**Electronic energy**: -57902.4324 eV

=====

# 2
The following is a DFT calculation (ωB97M-V/def2-TZVPD) of a cluster of 12 separate species, C40H78Br8F3O16S7 in total in a non-equilibrium geometry.

Each line ends with the Löwdin charge.
Element x y z (Å)
1 C -4.817 10.710 18.449  -0.466
2 O -6.076 10.342 19.095  -0.108
3 O -4.416 11.832 19.070  -0.175
4 C -3.946 9.460 18.488  -0.462
5 F -3.930 8.831 19.684  0.118
6 F -4.343 8.487 17.597  0.074
7 F -2.622 9.619 18.147  0.088
8 C -7.047 9.575 18.450  -0.269
9 C -8.345 9.811 19.238  -0.056
10 H -8.657 10.859 19.218  0.062
11 H -9.204 9.198 18.955  0.045
12 H -8.182 9.554 20.289  0.069
13 H -6.930 8.483 18.525  0.095
14 H -7.251 9.752 17.387  0.126
15 H -5.125 10.994 17.431  0.136
16 C -11.789 10.409 18.767  -0.223
17 C -11.881 11.513 19.852  -0.199
18 C -11.213 12.759 19.272  -0.207
19 S -11.647 12.751 17.497  0.668
20 O -10.459 12.900 16.693  -0.335
21 O -12.799 13.578 17.228  -0.331
22 C -12.208 11.009 17.432  -0.209
23 H -12.325 9.487 18.987  0.101
24 H -10.737 10.128 18.658  0.068
25 H -11.375 11.154 20.746  0.112
26 H -12.925 11.755 20.054  0.115
27 H -10.129 12.678 19.311  0.076
28 H -11.637 13.667 19.693  0.105
29 H -11.770 10.608 16.521  0.103
30 H -13.292 11.018 17.330  0.099
31 C -1.066 13.515 18.332  -0.261
32 C -1.775 13.065 17.065  -0.219
33 C -1.097 13.786 15.875  -0.215
34 S -0.532 15.391 16.510  0.680
35 O -1.432 16.454 16.107  -0.344
36 O 0.887 15.493 16.272  -0.343
37 C -0.842 15.037 18.295  -0.204
38 H -0.099 13.016 18.411  0.056
39 H -1.702 13.358 19.204  0.104
40 H -2.804 13.419 17.159  0.083
41 H -1.792 11.998 16.864  0.096
42 H -1.759 13.928 15.022  0.097
43 H -0.224 13.260 15.488  0.097
44 H -1.793 15.481 18.567  0.026
45 H -0.047 15.377 18.952  0.103
46 C -4.869 9.902 14.246  -0.189
47 C -3.590 10.778 14.165  -0.198
48 C -2.360 9.844 14.234  -0.197
49 S -2.880 8.370 13.265  0.676
50 O -2.282 7.141 13.737  -0.319
51 O -2.934 8.698 11.865  -0.311
52 C -4.536 8.461 13.892  -0.247
53 H -5.621 10.268 13.547  0.115
54 H -5.328 10.013 15.228  0.090
55 H -3.617 11.540 14.940  0.099
56 H -3.694 11.270 13.198  0.110
57 H -2.299 9.535 15.280  0.083
58 H -1.406 10.284 13.955  0.104
59 H -4.452 7.899 14.827  0.068
60 H -5.177 7.817 13.296  0.102
61 C -11.771 6.328 20.047  -0.235
62 C -12.902 5.353 19.789  -0.205
63 C -12.218 4.190 19.019  -0.216
64 S -10.871 4.834 17.976  0.687
65 O -11.278 4.821 16.581  -0.328
66 O -9.641 4.153 18.345  -0.340
67 C -10.986 6.488 18.745  -0.228
68 H -11.083 5.986 20.825  0.053
69 H -12.152 7.313 20.325  0.107
70 H -13.748 5.661 19.176  0.115
71 H -13.269 4.997 20.752  0.113
72 H -12.926 3.582 18.464  0.102
73 H -11.653 3.646 19.778  0.097
74 H -11.485 7.052 17.950  0.104
75 H -10.005 6.963 18.766  0.077
76 C -6.632 3.668 17.028  -0.195
77 C -5.373 4.557 17.133  -0.215
78 C -5.795 6.017 17.026  -0.212
79 S -7.276 6.088 15.956  0.726
80 O -6.924 6.722 14.702  -0.320
81 O -8.423 6.635 16.676  -0.344
82 C -7.464 4.256 15.895  -0.200
83 H -7.162 3.630 17.978  0.096
84 H -6.306 2.688 16.680  0.120
85 H -4.833 4.472 16.186  0.114
86 H -4.795 4.307 18.016  0.071
87 H -5.006 6.609 16.567  0.068
88 H -5.961 6.448 18.015  0.083
89 H -7.069 3.984 14.916  0.106
90 H -8.518 4.028 16.035  0.081
91 C -4.854 5.811 20.832  -0.232
92 C -3.742 6.001 21.866  -0.247
93 C -2.830 4.796 21.886  -0.200
94 S -3.495 3.535 20.743  0.700
95 O -3.542 2.217 21.342  -0.326
96 O -2.937 3.708 19.421  -0.319
97 C -5.139 4.315 20.794  -0.218
98 H -4.464 6.097 19.850  0.098
99 H -5.742 6.413 21.010  0.063
100 H -4.181 6.214 22.843  0.062
101 H -3.255 6.957 21.669  0.077
102 H -2.729 4.329 22.865  0.103
103 H -1.815 5.075 21.598  0.104
104 H -5.583 4.052 21.756  0.108
105 H -5.659 3.895 19.935  0.087
106 C -1.786 6.609 16.924  -0.191
107 C -2.052 5.127 16.599  -0.255
108 C -0.812 4.320 16.768  -0.194
109 S 0.581 5.462 16.208  0.708
110 O 0.798 5.230 14.796  -0.329
111 O 1.616 5.354 17.207  -0.343
112 C -0.392 6.979 16.455  -0.230
113 H -1.613 6.560 18.007  0.118
114 H -2.638 7.252 16.738  0.079
115 H -2.394 5.014 15.560  0.115
116 H -2.897 4.689 17.119  0.063
117 H -0.733 3.380 16.230  0.105
118 H -0.677 4.143 17.838  0.092
119 H -0.177 7.712 15.671  0.096
120 H 0.178 7.555 17.193  0.092
121 Br -9.071 9.199 25.580  0.606
122 C -9.093 8.379 23.801  -0.698
123 C -8.416 7.011 23.780  -0.649
124 Br -8.494 6.240 21.971  0.703
125 H -8.746 9.094 23.061  0.046
126 H -10.153 8.225 23.601  0.041
127 H -8.893 6.343 24.489  0.056
128 H -7.362 7.121 24.018  0.019
129 Br 0.821 11.490 20.554  0.634
130 C -0.774 10.368 20.355  -0.676
131 C -0.845 9.249 21.394  -0.683
132 Br 0.774 8.136 21.385  0.595
133 H -0.733 10.025 19.326  0.036
134 H -1.686 10.968 20.393  0.054
135 H -1.783 8.727 21.189  0.034
136 H -1.013 9.631 22.399  0.053
137 Br -8.070 15.631 17.734  0.595
138 C -7.092 14.100 18.506  -0.660
139 C -6.085 14.605 19.513  -0.651
140 Br -4.601 15.526 18.591  0.661
141 H -6.669 13.460 17.739  0.061
142 H -7.855 13.527 19.032  0.035
143 H -5.642 13.837 20.141  0.028
144 H -6.510 15.386 20.138  0.038
145 Br -4.782 8.916 23.621  0.626
146 C -4.135 10.479 22.549  -0.617
147 C -5.243 11.481 22.318  -0.630
148 Br -6.023 11.945 24.084  0.542
149 H -3.708 10.160 21.600  0.028
150 H -3.308 10.922 23.100  0.058
151 H -6.047 11.079 21.706  0.046
152 H -4.989 12.453 21.911  0.042

## Properties
**Charge**: -1
**Orbital gap**: 7.40 eV
**Electronic energy**: -719843.2379 eV

=====

# 3
The following is a DFT calculation (ωB97M-V/def2-TZVPD) of a cluster of 3 separate species, C2H10NO in total in a non-equilibrium geometry.

Each line ends with the natural charge from an NBO analysis.
Element x y z (Å)
1 C 2.280 -0.066 0.982  -0.491
2 N 1.885 -0.584 -0.275  -0.255
3 C -3.467 -0.050 -0.247  -0.811
4 H 3.332 -0.057 1.264  0.292
5 H 2.072 1.026 1.007  0.254
6 H 1.560 -0.494 1.717  0.330
7 H -3.802 -1.072 -0.059  0.237
8 H 0.052 1.472 -0.703  0.469
9 H -2.412 -0.224 -0.580  0.223
10 H -3.326 0.584 0.630  0.222
11 H -3.990 0.467 -1.041  0.231
12 H 2.122 -1.543 -0.536  0.426
13 H 0.906 -0.195 -0.449  0.384
14 O -0.322 0.604 -0.446  -0.510

## Properties
**Charge**: +1
**Relative energy (zero: lowest compared OMol25 entry of this formula, charge and spin)**: 195.8 kcal/mol
**Orbital gap**: 4.77 eV
**Electronic energy**: -5759.1919 eV

=====

Q: Among the records above, which one has the highest orbital gap?
A: C29H32N5O4SSr

=====

Q: Which of these has the highest orbital gap?
A: C29H32N5O4SSr

=====

Q: What is the electronic energy in the third record?
A: -5759.1919 eV

=====

Q: Number 1 is which compound?
A: C29H32N5O4SSr